Record 1
Formula: C21H56FO7Zn
Source: the OMol25 dataset
Level of theory: wB97M-V/def2-TZVPD

Last column: Löwdin charge in e.
CARTESIAN COORDINATES (ANGSTROEM)
Zn -8.77 -2.64 26.54  0.90
F -9.87 -0.97 26.53  -0.40
C -8.83 2.78 26.02  -0.04
C -7.69 2.22 26.87  -0.41
C -7.90 2.69 28.33  -0.03
O -7.73 0.77 26.90  -0.12
H -9.83 2.43 26.30  0.07
H -8.67 2.71 24.94  0.07
H -8.82 3.86 26.20  0.09
H -6.69 2.43 26.48  0.14
H -7.27 2.08 28.97  0.07
H -8.95 2.58 28.60  0.07
H -7.66 3.76 28.34  0.09
H -8.66 0.50 26.76  0.05
C -12.95 1.59 29.65  -0.05
C -11.72 1.06 28.95  -0.48
C -10.74 0.27 29.79  -0.05
O -12.13 0.20 27.88  -0.08
H -12.75 2.51 30.21  0.08
H -13.35 0.97 30.46  0.08
H -13.80 1.71 28.97  0.08
H -11.21 1.90 28.46  0.12
H -11.05 -0.78 29.86  0.08
H -10.62 0.63 30.82  0.09
H -9.80 0.20 29.24  0.05
H -11.41 -0.03 27.29  0.03
C -5.61 -1.01 29.14  -0.02
C -6.52 -2.22 28.91  -0.42
C -7.18 -2.73 30.19  -0.02
O -7.56 -1.81 27.97  -0.13
H -6.19 -0.14 29.46  0.08
H -5.19 -0.78 28.16  0.09
H -4.90 -1.22 29.94  0.10
H -5.92 -2.96 28.38  0.14
H -6.40 -3.21 30.77  0.09
H -7.96 -3.46 29.95  0.06
H -7.60 -1.89 30.74  0.09
H -7.44 -0.84 27.84  0.06
C -12.44 1.17 24.37  -0.04
C -11.64 0.16 23.60  -0.45
C -10.25 0.69 23.20  -0.03
O -11.49 -1.04 24.39  -0.10
H -13.40 0.76 24.65  0.09
H -12.58 2.15 23.91  0.09
H -11.87 1.41 25.27  0.07
H -12.20 -0.27 22.77  0.14
H -9.73 0.03 22.51  0.07
H -9.69 0.73 24.14  0.06
H -10.37 1.72 22.88  0.09
H -10.87 -0.88 25.14  0.03
C -10.23 -5.27 23.72  -0.04
C -9.47 -3.99 23.52  -0.46
C -9.59 -3.37 22.12  -0.02
O -9.66 -2.98 24.50  -0.09
H -10.08 -6.01 22.93  0.09
H -11.32 -5.17 23.63  0.09
H -9.96 -5.71 24.68  0.07
H -8.42 -4.27 23.49  0.12
H -8.83 -2.59 21.99  0.06
H -10.53 -2.81 21.98  0.09
H -9.48 -4.06 21.29  0.09
H -10.35 -2.32 24.24  0.07
C -10.95 -5.12 29.25  -0.02
C -10.90 -4.84 27.76  -0.46
C -12.23 -5.11 27.06  -0.04
O -10.53 -3.50 27.43  -0.08
H -11.33 -6.07 29.60  0.09
H -11.59 -4.36 29.71  0.09
H -9.95 -4.92 29.64  0.07
H -10.24 -5.53 27.23  0.13
H -12.16 -5.17 25.97  0.07
H -12.98 -4.34 27.29  0.10
H -12.76 -5.99 27.44  0.09
H -11.31 -2.96 27.63  0.12
C -6.46 -0.98 23.13  -0.02
C -6.30 -1.99 24.27  -0.42
C -4.94 -2.02 24.90  -0.03
O -7.27 -1.58 25.28  -0.12
H -6.46 0.04 23.52  0.10
H -7.41 -1.12 22.63  0.06
H -5.64 -1.08 22.41  0.10
H -6.65 -2.98 23.97  0.13
H -4.16 -2.31 24.19  0.09
H -4.88 -2.66 25.78  0.08
H -4.69 -1.00 25.19  0.09
H -7.33 -0.62 25.18  0.07

Values from the calculation:
total charge	+1
orbital gap	8.57	eV
total energy	-88149.430	eV

---

Record 2
Formula: C21H56O7
Source: the OMol25 dataset
Level of theory: wB97M-V/def2-TZVPD

Last column: Löwdin charge in e.
CARTESIAN COORDINATES (ANGSTROEM)
C -1.54 -1.58 7.18  -0.06
C -2.58 -0.99 6.17  -0.47
C -1.85 -0.57 4.89  -0.06
O -3.64 -1.88 5.91  -0.05
H -1.95 -2.06 8.07  0.07
H -0.90 -0.82 7.64  0.07
H -0.84 -2.31 6.80  0.07
H -3.06 -0.17 6.70  0.13
H -1.50 -1.42 4.30  0.08
H -1.00 0.07 5.13  0.07
H -2.46 -0.01 4.17  0.07
H -4.48 -1.42 5.92  0.09
C 6.04 -2.62 -1.64  -0.03
C 5.75 -1.56 -0.56  -0.49
C 4.34 -0.99 -0.69  -0.08
O 5.70 -2.18 0.69  -0.07
H 5.52 -2.36 -2.56  0.07
H 5.78 -3.62 -1.26  0.08
H 7.11 -2.58 -1.83  0.07
H 6.48 -0.75 -0.45  0.13
H 3.98 -0.31 0.08  0.07
H 3.56 -1.75 -0.59  0.08
H 4.19 -0.38 -1.58  0.07
H 5.70 -1.49 1.36  0.09
C -0.51 2.52 3.57  -0.06
C -0.10 3.77 2.81  -0.46
C 1.39 3.81 2.19  -0.02
O -1.00 3.79 1.77  -0.09
H 0.24 2.18 4.28  0.08
H -0.47 1.74 2.81  0.05
H -1.49 2.56 4.06  0.09
H -0.34 4.69 3.34  0.13
H 1.42 4.67 1.52  0.07
H 1.68 2.88 1.69  0.06
H 2.05 4.07 3.02  0.06
H -0.98 3.00 1.23  0.05
C -3.57 4.55 -3.06  -0.08
C -2.69 3.71 -2.14  -0.40
C -3.19 4.02 -0.74  -0.07
O -3.10 2.27 -2.37  -0.08
H -4.61 4.48 -2.74  0.08
H -3.68 4.17 -4.08  0.07
H -3.36 5.62 -3.11  0.08
H -1.63 3.92 -2.26  0.14
H -4.28 3.91 -0.70  0.09
H -2.91 4.99 -0.34  0.09
H -2.79 3.30 -0.03  0.05
H -2.95 2.11 -3.31  0.08
C -2.16 -5.65 -1.10  -0.07
C -1.46 -4.42 -0.65  -0.54
C 0.06 -4.60 -0.49  -0.04
O -1.78 -3.50 -1.63  -0.05
H -3.21 -5.52 -1.36  0.08
H -2.14 -6.26 -0.20  0.08
H -1.75 -6.16 -1.97  0.09
H -1.84 -4.08 0.31  0.13
H 0.20 -5.50 0.10  0.08
H 0.51 -3.79 0.08  0.06
H 0.62 -4.57 -1.42  0.08
H -2.54 -2.98 -1.37  0.09
C 0.38 -0.23 -0.72  -0.03
C -1.03 -0.05 -0.12  -0.45
C -1.13 -0.63 1.31  -0.04
O -1.46 1.31 -0.08  -0.07
H 0.69 -1.27 -0.77  0.07
H 1.02 0.32 -0.03  0.07
H 0.36 0.33 -1.66  0.06
H -1.74 -0.56 -0.78  0.12
H -0.42 -0.11 1.95  0.06
H -0.80 -1.67 1.35  0.07
H -2.15 -0.71 1.67  0.08
H -1.78 1.66 -0.91  0.04
C 2.48 -0.46 -5.82  -0.06
C 1.25 0.27 -5.21  -0.45
C 1.71 1.28 -4.21  -0.07
O 0.62 0.91 -6.36  -0.07
H 3.09 -0.76 -4.97  0.06
H 3.17 0.11 -6.43  0.08
H 2.27 -1.39 -6.36  0.08
H 0.57 -0.42 -4.72  0.14
H 2.62 1.01 -3.66  0.07
H 0.89 1.57 -3.56  0.07
H 2.08 2.16 -4.74  0.08
H 1.35 1.44 -6.70  0.07

Values from the calculation:
total charge	0
orbital gap	10.09	eV
SMILES	CC(C)O.CC(C)O.CC(C)O.CC(C)O.CC(C)O.CC(C)O.CC(C)O
total energy	-37015.004	eV

---

Record 3
Formula: C21H56O7
Source: the OMol25 dataset
Level of theory: wB97M-V/def2-TZVPD

Last column: Löwdin charge in e.
CARTESIAN COORDINATES (ANGSTROEM)
C -1.46 3.76 -2.74  -0.05
C -2.46 2.69 -2.34  -0.50
C -1.67 1.42 -1.90  -0.04
O -3.21 3.14 -1.28  -0.03
H -2.08 4.61 -3.03  0.08
H -0.78 3.52 -3.55  0.08
H -0.88 3.94 -1.83  0.07
H -3.12 2.39 -3.16  0.14
H -2.30 0.57 -1.66  0.08
H -0.87 1.52 -1.17  0.06
H -1.15 1.15 -2.81  0.05
H -3.82 3.84 -1.55  0.09
C 0.77 -2.47 1.83  -0.09
C 0.59 -1.53 2.99  -0.49
C -0.87 -1.41 3.35  -0.05
O 1.37 -2.03 4.06  -0.02
H 0.23 -3.40 1.98  0.08
H 1.80 -2.77 1.66  0.11
H 0.40 -2.17 0.85  0.01
H 0.98 -0.53 2.78  0.11
H -1.50 -1.27 2.47  0.09
H -1.13 -0.55 3.96  0.06
H -1.20 -2.17 4.06  0.10
H 0.89 -2.75 4.48  0.09
C -0.84 -1.25 -5.37  -0.03
C -1.03 -0.86 -3.89  -0.52
C -1.73 -1.78 -2.97  -0.06
O 0.21 -0.68 -3.33  -0.13
H -0.52 -0.36 -5.91  0.08
H -1.75 -1.62 -5.85  0.08
H 0.03 -1.88 -5.53  0.08
H -1.51 0.11 -3.99  0.11
H -2.79 -1.93 -3.17  0.10
H -1.75 -1.26 -2.01  0.06
H -1.20 -2.73 -2.86  -0.04
H 0.64 -1.54 -3.40  0.09
C 1.41 1.68 4.69  0.00
C 0.60 2.30 3.46  -0.39
C -0.82 1.77 3.21  -0.05
O 0.60 3.78 3.53  -0.08
H 0.93 1.86 5.65  0.08
H 2.42 2.08 4.59  0.07
H 1.45 0.59 4.64  0.06
H 1.17 2.07 2.56  0.06
H -1.51 1.62 4.05  0.08
H -0.83 0.75 2.81  0.01
H -1.34 2.44 2.54  0.09
H 0.40 4.09 2.64  0.06
C -1.54 -3.02 0.24  -0.03
C -0.57 -3.82 -0.76  -0.41
C -0.64 -5.37 -0.40  -0.03
O -0.90 -3.63 -2.08  -0.05
H -2.57 -3.33 0.07  0.09
H -1.49 -1.94 0.11  0.07
H -1.35 -3.24 1.29  0.05
H 0.48 -3.54 -0.66  0.10
H -1.56 -5.95 -0.43  0.08
H -0.28 -5.57 0.61  0.07
H 0.08 -5.91 -1.01  0.07
H -1.66 -4.14 -2.36  0.14
C 0.35 0.12 0.77  -0.07
C 1.48 -0.32 -0.17  -0.27
C 0.97 -1.26 -1.25  -0.03
O 1.99 0.84 -0.89  -0.02
H -0.03 -0.69 1.38  0.02
H -0.48 0.52 0.17  0.09
H 0.64 0.84 1.53  0.04
H 2.21 -0.83 0.45  0.15
H 0.79 -2.29 -0.92  0.04
H 1.63 -1.30 -2.11  0.11
H 0.04 -0.80 -1.59  0.07
H 2.02 0.69 -1.84  0.16
C 3.05 3.08 1.74  -0.05
C 2.34 2.45 0.54  -0.47
C 1.80 3.61 -0.36  -0.02
O 3.33 1.73 -0.15  -0.07
H 3.89 3.63 1.32  0.09
H 3.44 2.37 2.47  0.08
H 2.39 3.82 2.19  0.06
H 1.56 1.72 0.78  0.07
H 1.41 3.26 -1.31  0.06
H 2.48 4.44 -0.54  0.08
H 0.97 4.11 0.14  0.06
H 2.97 0.93 -0.55  -0.19

Values from the calculation:
total charge	0
orbital gap	7.68	eV
total energy	-37003.590	eV

---

Record 4
Formula: C21H57N3O24S6
Source: the OMol25 dataset
Level of theory: wB97M-V/def2-TZVPD

Last column: Löwdin charge in e.
CARTESIAN COORDINATES (ANGSTROEM)
C 2.00 5.93 7.55  -0.05
C 2.42 7.26 8.17  -0.34
O 2.55 8.26 7.27  -0.28
S 3.01 9.79 7.78  0.73
C 4.09 10.34 6.39  -0.09
O 1.81 10.67 7.95  -0.32
O 3.94 9.68 8.91  -0.32
H 0.91 5.84 7.57  0.07
H 2.25 5.14 8.25  0.08
H 2.37 5.87 6.52  0.08
H 1.69 7.53 8.93  0.13
H 3.47 7.27 8.47  0.12
H 4.18 9.43 5.79  0.05
H 5.05 10.62 6.82  0.07
H 3.68 11.09 5.71  0.07
C 6.84 -9.48 -2.01  -0.07
C 7.68 -8.20 -1.90  -0.28
O 6.76 -7.11 -1.89  -0.28
S 7.21 -5.63 -2.46  0.70
C 6.72 -4.56 -1.03  -0.10
O 8.69 -5.67 -2.57  -0.33
O 6.34 -5.35 -3.60  -0.30
H 6.49 -9.83 -1.04  0.07
H 7.46 -10.26 -2.46  0.07
H 6.03 -9.29 -2.71  0.08
H 8.25 -8.31 -0.97  0.12
H 8.35 -8.15 -2.76  0.11
H 7.29 -4.88 -0.15  0.07
H 5.67 -4.80 -0.87  0.06
H 6.93 -3.53 -1.31  0.07
C 0.54 9.94 -0.86  -0.09
C 1.37 10.09 0.40  -0.31
O 2.52 9.27 0.31  -0.26
S 2.25 7.56 0.40  0.70
C 3.88 7.15 1.06  -0.12
O 1.16 7.24 1.37  -0.31
O 2.24 7.05 -0.94  -0.29
H -0.31 10.62 -0.83  0.08
H 0.02 8.98 -0.87  0.07
H 1.16 9.96 -1.75  0.09
H 1.72 11.12 0.40  0.12
H 0.67 9.98 1.24  0.12
H 3.96 6.08 1.25  0.07
H 3.92 7.64 2.03  0.06
H 4.68 7.45 0.38  0.08
C 1.42 -6.94 4.88  -0.07
C 0.34 -6.47 5.84  -0.35
O -0.64 -5.81 5.13  -0.25
S -1.64 -4.63 5.84  0.68
C -2.67 -5.65 6.87  -0.12
O -0.81 -3.89 6.73  -0.29
O -2.41 -4.03 4.74  -0.29
H 1.11 -7.87 4.40  0.08
H 2.33 -7.13 5.45  0.08
H 1.62 -6.13 4.18  0.08
H 0.02 -7.40 6.29  0.12
H 0.92 -5.93 6.59  0.12
H -2.69 -6.64 6.40  0.07
H -3.69 -5.27 6.84  0.07
H -2.24 -5.71 7.87  0.08
C -0.98 -10.86 -1.93  -0.06
C -1.44 -10.13 -0.64  -0.28
O -2.88 -10.10 -0.63  -0.28
S -3.57 -9.24 0.60  0.73
C -3.03 -7.48 0.14  -0.10
O -5.04 -9.19 0.39  -0.32
O -2.90 -9.59 1.89  -0.33
H -1.49 -10.37 -2.76  0.08
H -1.25 -11.90 -1.77  0.08
H 0.10 -10.92 -2.04  0.08
H -1.05 -10.75 0.18  0.12
H -1.08 -9.12 -0.80  0.11
H -1.97 -7.25 0.29  0.06
H -3.77 -6.85 0.63  0.06
H -3.11 -7.36 -0.94  0.06
C -2.84 6.19 -6.84  -0.07
C -2.05 4.84 -6.56  -0.23
O -2.05 4.07 -7.76  -0.29
S -0.95 4.32 -9.04  0.69
C -1.91 4.92 -10.50  -0.10
O -0.03 5.37 -8.64  -0.31
O -0.32 3.06 -9.52  -0.32
H -2.40 6.77 -7.65  0.06
H -2.73 6.87 -5.99  0.07
H -3.88 6.12 -7.14  0.07
H -1.05 5.03 -6.18  0.11
H -2.69 4.22 -5.94  0.12
H -1.25 4.84 -11.35  0.07
H -2.12 5.97 -10.32  0.06
H -2.80 4.29 -10.57  0.07
C -6.75 -0.35 -7.01  0.05
N -6.88 0.53 -8.26  -0.46
O -6.10 0.41 -9.17  0.06
O -7.86 1.21 -8.34  0.06
H -6.82 -1.42 -7.15  0.09
H -7.54 -0.08 -6.32  0.09
H -5.74 -0.14 -6.66  0.09
C -7.38 0.69 0.60  0.05
N -7.44 -0.75 0.28  -0.48
O -6.93 -1.20 -0.71  0.06
O -7.96 -1.50 1.05  0.07
H -7.02 0.84 1.62  0.10
H -8.39 1.01 0.34  0.10
H -6.74 1.22 -0.11  0.09
C -1.37 0.85 1.21  0.01
N -1.27 -0.14 0.14  -0.45
O -1.88 0.08 -0.87  0.09
O -0.27 -0.84 0.26  0.06
H -2.26 0.87 1.84  0.10
H -1.20 1.82 0.74  0.10
H -0.52 0.80 1.90  0.09

Values from the calculation:
total charge	0
orbital gap	10.76	eV
SMILES	CCOS(C)(=O)=O.CCOS(C)(=O)=O.CCOS(C)(=O)=O.CCOS(C)(=O)=O.CCOS(C)(=O)=O.CCOS(C)(=O)=O.C[N+](=O)[O-].C[N+](=O)[O-].C[N+](=O)[O-]
total energy	-141305.782	eV

---

Record 5
Formula: C21H58BrN23O11PS
Source: the OMol25 dataset
Level of theory: wB97M-V/def2-TZVPD

Last column: Löwdin charge in e.
CARTESIAN COORDINATES (ANGSTROEM)
C 4.16 -3.37 -0.19  -0.06
C 3.98 -1.86 -0.49  -0.26
N 2.66 -1.69 -1.08  0.02
N 2.23 -0.32 -1.18  0.02
C 3.07 0.49 -1.82  -0.32
N 3.45 0.06 -3.08  0.17
N 3.51 1.68 -1.37  -0.01
C 4.73 2.15 -2.06  -0.08
C 3.64 1.78 0.11  -0.59
Br 5.44 1.28 0.74  0.81
C 2.55 1.09 0.89  -0.17
C 1.62 0.23 0.04  -0.38
C 0.44 1.15 -0.38  -0.15
C -0.34 0.74 -1.63  -0.18
C -1.80 1.18 -1.54  -0.24
C -2.64 0.39 -0.55  -0.41
S -3.06 -1.32 -1.02  0.98
C -2.42 -1.63 -2.61  -0.75
N -1.61 -2.53 -3.02  0.07
N -1.49 -2.32 -4.38  0.05
C -2.22 -1.35 -4.72  -0.17
O -2.87 -0.85 -3.61  -0.02
P 0.88 -1.08 1.12  0.53
N 0.07 -2.20 0.41  -0.11
O -0.08 -0.34 2.13  -0.15
O 2.06 -1.74 1.99  -0.14
H 3.16 -3.80 -0.17  0.08
H 4.76 -3.84 -0.95  0.07
H 4.61 -3.47 0.79  0.07
H 4.08 -1.34 0.46  0.07
H 4.80 -1.59 -1.17  0.10
H 2.65 -2.05 -2.03  0.14
H 2.85 0.25 -3.86  0.13
H 4.31 -0.42 -3.24  0.12
H 5.11 3.02 -1.54  0.08
H 5.51 1.41 -2.11  0.07
H 4.53 2.47 -3.07  0.10
H 3.58 2.83 0.36  0.07
H 3.00 0.56 1.73  0.09
H 1.93 1.85 1.33  0.12
H -0.25 1.32 0.44  0.10
H 0.88 2.12 -0.60  0.10
H -0.27 -0.32 -1.88  0.09
H 0.09 1.27 -2.48  0.11
H -1.78 2.21 -1.18  0.08
H -2.22 1.21 -2.54  0.11
H -3.56 0.95 -0.39  0.07
H -2.12 0.34 0.40  0.06
H -2.35 -0.90 -5.68  0.13
H 0.06 -2.10 -0.59  -0.04
H -0.88 -0.92 2.16  0.03
H 1.67 -2.52 2.43  0.08
C -2.13 4.60 0.84  -0.64
O -1.54 3.83 0.09  -0.01
N -3.33 5.15 0.52  0.17
N -1.63 4.97 2.06  0.16
H -3.84 5.77 1.12  0.10
H -3.73 4.89 -0.36  0.11
H -0.74 4.58 2.33  0.08
H -2.09 5.59 2.69  0.11
C -2.97 -2.18 3.44  -0.65
O -2.57 -1.28 2.72  0.00
N -3.28 -1.98 4.76  0.16
N -3.14 -3.45 2.98  0.18
H -3.61 -2.70 5.37  0.10
H -3.16 -1.05 5.12  0.11
H -2.91 -3.62 2.02  0.11
H -3.47 -4.21 3.55  0.10
C 4.70 -7.12 0.82  -0.68
O 5.32 -6.07 0.93  0.01
N 3.54 -7.37 1.50  0.15
N 5.12 -8.13 -0.01  0.15
H 3.02 -8.22 1.42  0.09
H 3.21 -6.65 2.11  0.10
H 5.97 -7.98 -0.52  0.10
H 4.64 -9.00 -0.12  0.09
C 1.71 5.53 1.45  -0.65
O 0.76 5.92 2.09  0.03
N 1.57 4.65 0.40  0.16
N 2.99 5.93 1.70  0.17
H 2.34 4.32 -0.16  0.07
H 0.64 4.34 0.18  0.07
H 3.13 6.57 2.46  0.11
H 3.78 5.63 1.17  0.09
C -6.72 1.52 1.16  -0.68
O -6.11 2.35 0.50  0.01
N -7.68 1.87 2.07  0.15
N -6.49 0.18 1.04  0.16
H -8.19 1.21 2.62  0.09
H -7.87 2.85 2.18  0.10
H -5.79 -0.10 0.37  0.08
H -6.97 -0.52 1.57  0.09
C 2.92 6.17 -3.03  -0.68
O 3.85 5.63 -2.44  -0.01
N 3.08 6.74 -4.26  0.15
N 1.66 6.24 -2.51  0.17
H 2.34 7.19 -4.76  0.10
H 4.00 6.71 -4.67  0.11
H 1.51 5.81 -1.62  0.06
H 0.89 6.68 -2.98  0.10
C 0.97 -3.61 5.62  -0.68
O 1.09 -4.18 4.55  0.01
N 0.67 -4.27 6.78  0.15
N 1.14 -2.26 5.74  0.16
H 0.57 -3.82 7.67  0.09
H 0.54 -5.27 6.72  0.10
H 1.37 -1.78 4.89  0.09
H 1.05 -1.75 6.59  0.10
C -6.59 -2.57 -4.43  -0.68
O -7.30 -1.85 -3.76  0.03
N -7.09 -3.42 -5.38  0.15
N -5.22 -2.58 -4.30  0.16
H -6.51 -4.02 -5.95  0.09
H -8.08 -3.44 -5.51  0.10
H -4.82 -1.97 -3.61  0.07
H -4.62 -3.17 -4.84  0.09

Values from the calculation:
total charge	+1
orbital gap	6.95	eV
total energy	-169681.437	eV